[1]
ORCA calculation (ωB97M-V/def2-TZVPD) on a cluster of 3 separate species, C5H12O2 in total.

Computed properties:
energy above the lowest of the compared OMol25 structures with the same formula, charge and spin: 200.9 kJ/mol
HOMO: -9.7203 eV
total energy: -9473.05302 eV
Kohn-Sham gap: 0.3794 Ha

Each line ends with the Löwdin charge.
Atoms and positions in Å:
C: 1.629 0.200 -0.678  -0.034
C: 0.698 0.882 -0.015  -0.200
C: -0.477 1.581 -0.651  -0.272
C: -1.650 1.831 0.297  -0.115
H: 2.507 -0.201 -0.178  0.047
H: 1.566 0.035 -1.753  0.070
H: 0.801 1.010 1.064  0.107
H: -0.117 2.548 -1.029  0.111
H: -0.805 1.022 -1.539  0.108
H: -2.408 2.459 -0.183  0.072
H: -2.116 0.897 0.621  0.052
H: -1.308 2.356 1.197  0.075
C: 1.447 -2.504 0.607  -0.140
O: 0.638 -3.135 -0.032  -0.018
H: 1.146 -1.789 1.391  0.088
H: 2.533 -2.621 0.433  0.089
O: -1.542 -1.393 0.484  -0.069
H: -1.563 -1.000 -0.397  0.030
H: -0.981 -2.177 0.360  -0.002

[2]
ORCA calculation (ωB97M-V/def2-TZVPD) on a structure of composition C50H53BrN5O2PTeTi in a non-equilibrium geometry.

Computed properties:
multiplicity: 3
<S²>: 2.031
energy above the lowest of the compared OMol25 structures with the same formula, charge and spin: 0.0 kJ/mol
HOMO (alpha / beta): -10.2038 / -11.5219 eV
total charge: +2
total energy: -173985.81308 eV
Kohn-Sham gap (alpha / beta): 0.1717 / 0.2247 Ha

Each line ends with the Löwdin spin population.
Atoms and positions in Å:
Ti: -0.154 0.483 0.177  1.366
C: -5.158 3.500 4.219  -0.002
C: -4.315 2.941 3.103  0.000
C: -4.826 2.683 1.853  0.043
C: -3.984 2.199 0.820  0.002
C: -4.619 2.144 -0.450  -0.006
N: -4.123 2.357 -1.636  -0.008
C: -2.853 3.030 -1.983  -0.001
C: -2.822 4.426 -1.362  0.000
C: -1.523 5.176 -1.600  0.001
N: -0.401 4.478 -0.950  0.011
C: 0.831 4.885 -0.973  0.014
C: 1.947 4.126 -0.534  0.005
C: 3.233 4.707 -0.608  0.012
C: 4.364 3.990 -0.317  0.004
C: 5.743 4.590 -0.373  0.000
C: 4.176 2.637 0.027  0.010
C: 2.949 2.012 0.097  0.006
C: 2.902 0.594 0.482  0.063
N: 1.863 -0.150 0.474  0.003
C: 2.036 -1.468 1.124  0.002
C: 1.138 -1.534 2.371  0.002
C: 0.840 -0.175 2.998  0.004
N: -0.128 0.585 2.179  0.018
C: -0.910 1.408 2.870  0.196
C: -2.139 1.987 2.389  0.019
C: -2.980 2.590 3.322  0.045
C: -2.644 1.818 1.063  0.048
O: -1.941 1.225 0.133  0.049
C: 1.780 2.774 -0.146  0.014
O: 0.593 2.262 -0.057  0.007
H: -5.985 4.094 3.832  0.000
H: -4.570 4.136 4.879  0.000
H: -5.581 2.699 4.827  -0.001
H: -5.863 2.907 1.632  0.003
H: -5.690 1.951 -0.451  0.000
H: -4.784 2.285 -2.398  0.000
H: -2.838 3.085 -3.071  0.000
H: -2.028 2.396 -1.661  0.001
H: -2.993 4.360 -0.286  0.000
H: -3.632 5.030 -1.775  0.000
H: -1.606 6.179 -1.184  0.000
H: -1.296 5.268 -2.664  0.000
H: -0.536 3.544 -0.547  0.000
H: 1.009 5.871 -1.399  0.001
H: 3.318 5.748 -0.905  0.000
H: 5.696 5.660 -0.565  0.000
H: 6.340 4.135 -1.164  0.000
H: 6.275 4.443 0.567  0.000
H: 5.057 2.039 0.248  0.000
H: 3.850 0.171 0.818  0.003
H: 3.088 -1.589 1.391  0.000
H: 1.769 -2.257 0.420  0.000
H: 1.620 -2.177 3.110  0.001
H: 0.189 -2.004 2.115  0.002
H: 1.762 0.409 3.097  -0.002
H: 0.438 -0.310 4.003  0.000
H: -0.719 1.532 3.934  0.011
H: -2.580 2.727 4.324  0.001
Br: -2.485 -1.642 2.998  0.001
C: -2.695 -1.997 1.151  0.001
C: -3.861 -2.670 0.794  0.002
C: -4.047 -2.995 -0.533  0.001
C: -3.059 -2.654 -1.447  0.002
C: -1.941 -2.003 -0.981  0.006
N: -1.744 -1.645 0.303  0.007
H: -4.579 -2.937 1.554  0.000
H: -4.938 -3.525 -0.844  0.000
H: -3.134 -2.903 -2.497  0.000
H: -1.141 -1.764 -1.669  0.003
C: 0.582 2.055 -3.447  0.004
P: 0.340 0.432 -2.634  0.016
C: 1.989 -0.331 -2.743  0.003
C: 2.100 -1.681 -2.400  0.002
C: 3.336 -2.301 -2.368  0.000
C: 4.486 -1.577 -2.672  0.001
C: 4.386 -0.237 -3.015  0.001
C: 3.140 0.384 -3.052  0.000
C: -0.641 -0.438 -3.899  0.000
C: -2.028 -0.325 -3.794  0.000
C: -2.865 -0.869 -4.758  0.000
C: -2.314 -1.548 -5.838  0.000
C: -0.936 -1.671 -5.948  0.000
C: -0.100 -1.117 -4.987  0.000
H: 1.070 1.926 -4.414  0.000
H: 1.180 2.727 -2.830  0.000
H: -0.396 2.506 -3.621  0.000
H: 1.219 -2.261 -2.137  0.001
H: 3.406 -3.348 -2.097  0.000
H: 5.454 -2.060 -2.650  0.000
H: 5.276 0.326 -3.265  0.000
H: 3.088 1.432 -3.317  0.000
H: -2.459 0.180 -2.933  0.000
H: -3.940 -0.777 -4.664  0.000
H: -2.960 -1.983 -6.590  0.000
H: -0.508 -2.200 -6.790  0.000
H: 0.974 -1.220 -5.090  0.000
C: 1.207 -5.988 -1.754  0.000
Te: 0.222 -4.788 -0.301  0.000
C: 1.401 -5.776 1.163  0.000
C: 2.159 -6.855 0.418  0.000
C: 2.953 -7.760 1.122  0.000
C: 3.662 -8.743 0.454  0.000
C: 3.585 -8.831 -0.932  0.000
C: 2.797 -7.939 -1.636  0.000
C: 2.078 -6.946 -0.969  0.000
H: 1.792 -5.355 -2.418  0.000
H: 0.459 -6.513 -2.343  0.000
H: 0.748 -6.187 1.929  0.000
H: 2.076 -5.057 1.626  0.000
H: 3.008 -7.695 2.202  0.000
H: 4.269 -9.443 1.012  0.000
H: 4.135 -9.600 -1.458  0.000
H: 2.729 -8.014 -2.715  0.000